1.
# C5H7PS

2 unconnected molecules or ions with the total composition C5H7PS in a non-equilibrium geometry (ωB97M-V/def2-TZVPD, the OMol25 dataset).

Computed properties:
Electronic energy = -934.1031 hartree
Energy above the lowest of the compared OMol25 structures with the same formula, charge and spin = 3.705 eV
Total charge = 0

Each line ends with the natural charge from an NBO analysis.
Positions of all 14 atoms, in Å:
C1 -0.97 -1.42 0.74  -0.233
C2 -1.32 -1.29 -0.59  -0.184
C3 0.13 -0.68 1.02  -0.506
C4 -0.69 -0.41 -1.42  -0.514
C5 0.52 1.95 0.13  -0.936
P1 0.69 0.19 -0.36  1.011
S1 3.52 -0.13 0.15  -0.309
H1 -1.40 -2.27 1.23  0.225
H2 -2.10 -1.96 -0.94  0.213
H3 0.65 -0.77 1.91  0.237
H4 -0.72 -0.12 -2.45  0.245
H5 1.26 2.06 1.01  0.268
H6 0.91 2.41 -0.77  0.235
H7 -0.48 2.44 0.34  0.249

---

2.
# C5H7PS

C5H7PS in the gas phase in a non-equilibrium geometry (ωB97M-V/def2-TZVPD, the OMol25 dataset).

Computed properties:
Electronic energy = -934.1570 hartree
SMILES = CC1=CPSC=C1
Energy above the lowest of the compared OMol25 structures with the same formula, charge and spin = 2.236 eV
Total charge = 0

Each line ends with the natural charge from an NBO analysis.
Positions of all 14 atoms, in Å:
C1 -1.71 0.08 -1.13  -0.629
C2 -0.41 0.01 -0.29  -0.047
C3 -0.02 1.21 0.12  -0.427
P1 1.75 1.82 0.78  0.486
S1 2.65 -0.16 0.52  -0.148
C4 1.43 -1.59 0.54  -0.245
C5 0.16 -1.19 0.31  -0.254
H1 -2.36 0.65 -0.57  0.217
H2 -2.31 -0.65 -1.50  0.223
H3 -1.32 0.72 -1.95  0.224
H4 -0.69 2.12 -0.20  0.206
H5 1.49 1.54 2.13  -0.043
H6 1.81 -2.52 0.83  0.227
H7 -0.46 -2.04 0.43  0.212

---

3.
# C5H8

C5H8 in the gas phase in a non-equilibrium geometry (ωB97M-V/def2-TZVPD, the OMol25 dataset).

Computed properties:
Electronic energy = -195.2227 hartree
SMILES = C=CCC=C
Energy above the lowest of the compared OMol25 structures with the same formula, charge and spin = 1.886 eV
Total charge = 0

Each line ends with the natural charge from an NBO analysis.
Positions of all 13 atoms, in Å:
C1 0.07 1.57 -0.83  -0.428
C2 -0.81 0.68 -0.46  -0.156
C3 -0.55 -0.82 -0.64  -0.488
C4 0.06 -1.20 0.74  -0.165
C5 0.94 -0.41 1.27  -0.414
H1 -0.20 2.62 -0.79  0.193
H2 1.07 1.50 -1.15  0.194
H3 -1.76 1.02 -0.07  0.212
H4 -1.42 -1.48 -0.72  0.218
H5 0.11 -1.09 -1.43  0.223
H6 -0.30 -2.14 1.33  0.207
H7 1.64 -0.82 1.95  0.200
H8 1.14 0.57 0.80  0.204

---

4.
# C5H8

C5H8 in the gas phase in a non-equilibrium geometry (ωB97M-V/def2-TZVPD, the OMol25 dataset).

Computed properties:
Electronic energy = -195.2522 hartree
SMILES = C=CC(=C)C
Energy above the lowest of the compared OMol25 structures with the same formula, charge and spin = 1.085 eV
Total charge = 0

Each line ends with the natural charge from an NBO analysis.
Positions of all 13 atoms, in Å:
C1 -0.09 -1.45 -1.42  -0.386
C2 0.26 -0.20 -1.15  -0.208
C3 -0.10 0.43 0.16  -0.015
C4 -1.28 1.02 0.32  -0.401
C5 0.92 0.33 1.27  -0.647
H1 -0.43 -2.12 -0.64  0.193
H2 0.22 -1.97 -2.31  0.197
H3 0.71 0.46 -1.89  0.209
H4 -1.48 1.33 1.35  0.184
H5 -2.10 1.14 -0.38  0.209
H6 0.38 0.25 2.21  0.220
H7 1.57 -0.50 1.08  0.221
H8 1.43 1.28 1.40  0.225